2 unconnected molecules or ions with the total composition C4H13NP at a distorted geometry, computed with wB97M-V/def2-TZVPD.

The geometry in XYZ format:
```
19
Properties=species:S:1:pos:R:3:forces:R:3:mulliken_charge:R:1
H 1.1776 0.1403 -1.5979 -0.79 -0.65 -0.07 0.32
H -2.5962 0.9353 0.1986 0.02 -0.12 0.53 0.36
N -1.9640 0.1168 0.1560 -1.48 1.43 -2.69 -0.35
H 2.4744 -2.0685 1.1111 0.63 -1.53 -0.14 0.07
H 0.3249 2.0239 1.6244 -0.91 0.29 -0.65 0.31
H 1.4284 -1.5343 -1.7988 1.13 -1.15 -0.31 0.44
C -0.1539 1.6645 0.6780 -1.41 2.34 0.98 -1.10
C 0.7243 -0.8661 -1.3966 -2.23 0.90 -0.08 -1.12
H -2.5668 -0.6790 0.3232 0.23 -0.57 0.53 0.36
H -1.8240 0.1233 -0.8949 0.67 -0.37 1.25 0.33
H 0.7111 1.6404 0.0480 0.16 -0.26 -0.98 0.30
H 2.8395 -0.3458 0.0540 0.29 -0.04 0.54 0.06
P 2.0509 -0.7899 1.1606 0.73 2.02 -0.15 -0.03
H -0.9581 2.4490 0.2079 2.02 -1.54 1.40 0.34
H 0.0056 -1.7840 0.7179 1.02 0.24 -2.20 0.44
H -1.1036 0.0851 2.0131 0.82 0.25 -0.47 0.40
C -0.7674 0.3447 0.9914 1.86 -2.27 -1.95 -0.24
C 0.6440 -1.0464 0.0955 -4.27 0.22 3.21 -0.18
H -0.2323 -1.1144 -2.0239 1.48 0.84 1.26 0.30
```
Forces are in eV/Å.

Output
total charge = +1
gap between HOMO and LUMO = 9.2 eV
F_max = 5.35 eV Å⁻¹
ΔE to the lowest compared entry with this formula, charge and spin = 93.3 kcal per mole
highest occupied orbital energy = -12.73 eV

---

A single C4H10 molecule at a distorted geometry, computed with wB97M-V/def2-TZVPD.

The geometry in XYZ format:
```
14
Properties=species:S:1:pos:R:3:forces:R:3:mulliken_charge:R:1
H 0.6303 -0.8850 -1.0355 -0.85 -0.51 -0.31 0.26
H -0.4574 1.3007 -0.8382 0.02 0.71 -1.39 0.42
H -2.8434 0.4386 -0.3331 2.58 -1.33 1.20 0.28
H 0.1618 -1.2659 0.6209 0.90 0.40 0.02 0.40
H 1.8963 0.8276 -0.7848 1.03 -0.49 0.45 0.27
H 2.1484 0.6882 1.0043 -0.12 -0.74 -0.82 0.32
C 0.5295 -0.4569 -0.0431 -0.26 0.16 -0.36 -0.50
H -1.9427 -0.4657 1.2112 -0.14 0.52 -3.04 0.24
H 2.5898 -0.8108 -0.0620 -0.17 1.83 0.05 0.28
C -0.5572 0.6088 -0.0542 0.46 -1.60 0.45 -0.43
C 1.9238 0.1095 0.0644 0.44 -0.46 0.80 -1.08
H -1.7750 -1.0967 -0.6261 -0.28 1.47 1.27 0.24
H -0.4764 1.1520 0.8367 0.34 1.18 1.39 0.29
C -1.8279 -0.1443 0.0396 -3.95 -1.15 0.30 -1.01
```
Forces are in eV/Å.

Output
gap between HOMO and LUMO = 12.1 eV
F_max = 4.13 eV Å⁻¹
ΔE to the lowest compared entry with this formula, charge and spin = 31.9 kcal per mole
highest occupied orbital energy = -10.90 eV
SMILES = CCCC

---

A single C3H7ClN2O3 molecule at a distorted geometry, computed with wB97M-V/def2-TZVPD.

The geometry in XYZ format:
```
16
Properties=species:S:1:pos:R:3:forces:R:3:mulliken_charge:R:1
O 1.7308 -0.2366 -0.7087 2.71 -1.00 -1.66 -0.32
N -1.2160 0.8531 0.1553 0.02 0.38 0.19 1.14
N -1.3614 -0.0685 0.9409 0.85 -1.13 -0.25 -0.54
C -2.6521 -0.6626 1.2073 -1.59 2.89 -1.01 -0.67
C 1.2410 0.4437 0.3391 -1.14 -2.27 0.24 0.29
H 3.0651 1.2240 -1.6428 -1.98 -1.92 -1.02 0.25
O -1.9780 1.6132 -0.4210 0.62 -0.71 0.16 -0.64
C 2.2393 0.4027 -1.9373 -0.08 2.09 2.60 -0.61
Cl 2.3809 1.5952 1.1889 -0.58 -0.72 -0.42 -0.19
H 1.3228 0.7641 -2.3663 -0.02 1.23 -0.46 0.28
H 0.8615 -0.4383 0.9120 0.61 1.38 0.89 0.33
H -2.6001 -1.6830 0.9249 0.29 -1.16 0.50 0.27
H -3.5020 -0.2498 0.4721 1.64 -0.35 2.08 0.28
H -2.7291 -0.4205 2.3036 -0.96 -0.81 -1.10 0.27
H 2.5358 -0.3464 -2.6283 0.93 -0.88 0.04 0.25
O 0.1654 1.1575 -0.1184 -1.33 2.97 -0.77 -0.39
```
Forces are in eV/Å.

Output
gap between HOMO and LUMO = 11.2 eV
F_max = 3.45 eV Å⁻¹
ΔE to the lowest compared entry with this formula, charge and spin = 18.1 kcal per mole
highest occupied orbital energy = -10.42 eV
SMILES = C/N=[N+](\[O-])O[C@H](Cl)OC